(1)
108
Properties=species:S:1:pos:R:3:forces:R:3 method="wB97M-V/def2-TZVPD" fmax_ev_per_a=4.7 spin_multiplicity=1 smiles="O=C1OCCO1.O=C1OCCO1.CNC(C)=O.CNC(C)=O.CNC(C)=O.CNC(C)=O.CNC(C)=O.CNC(C)=O.ClCCCl.ClCCCl" e_homo_ha=-0.333 total_charge=0 relative_energy_kj_mol=126.2
O -1.85241 2.52841 2.07144 0.4 2.0 -0.4
C -1.83703 3.70900 1.75913 -2.3 -4.1 -0.5
O -1.35863 4.68025 2.44604 1.7 1.7 1.4
C -1.24039 5.80970 1.59492 -0.6 1.4 -0.9
C -2.39598 5.57592 0.59777 0.3 1.0 1.1
O -2.51075 4.15564 0.67003 0.0 0.3 -0.9
H -1.40390 6.74971 2.12193 0.1 -0.3 0.4
H -0.25573 5.87125 1.13151 0.1 -0.4 0.0
H -2.30405 6.06685 -0.37106 0.7 -1.0 -0.4
H -3.28612 6.09226 0.95716 -0.4 -0.6 0.5
O -1.77427 -0.77222 -1.55840 1.7 0.6 0.9
C -0.83061 -0.34517 -0.92449 -0.7 0.3 0.4
O -0.93636 0.55504 0.09760 -0.9 -1.3 -0.5
C 0.35333 0.90449 0.57425 -0.6 2.4 -0.1
C 1.26830 0.05983 -0.20661 2.1 -0.1 1.3
O 0.48447 -0.64996 -1.11060 -1.2 -0.7 -1.0
H 0.49754 1.93910 0.26300 -0.1 0.2 0.4
H 0.49127 0.87151 1.65499 -0.6 -0.4 -0.2
H 1.78126 -0.56478 0.52471 0.2 -0.7 -0.6
H 2.02119 0.68623 -0.68504 0.0 -0.3 -0.4
C -6.24176 -3.26379 -5.37952 -0.2 -0.9 0.2
N -5.36942 -3.01626 -4.23117 -0.6 0.8 -0.9
C -4.83792 -3.99471 -3.45807 0.2 -0.9 0.3
C -3.92950 -3.50377 -2.35098 -0.8 0.3 0.8
O -5.08921 -5.18343 -3.59955 0.2 0.5 -0.3
H -7.29544 -3.09499 -5.15734 0.0 0.1 0.2
H -6.15300 -4.31951 -5.63578 0.1 0.0 0.1
H -6.01904 -2.70015 -6.28550 0.5 0.3 0.3
H -5.34280 -2.06169 -3.90224 0.3 -0.3 0.0
H -2.92681 -3.92999 -2.31838 -0.2 0.2 -0.6
H -4.38677 -3.83593 -1.41895 -0.1 -0.2 0.1
H -3.95792 -2.41615 -2.28487 0.6 0.0 -0.2
C -0.22099 -3.78286 -2.85673 0.7 -0.3 0.7
N 0.09488 -5.18082 -2.53292 -0.1 -0.1 0.1
C 0.65114 -6.09818 -3.36054 0.7 -0.9 -2.6
C 1.11491 -7.44157 -2.75142 -0.1 0.6 0.0
O 0.81346 -5.95026 -4.59192 -0.4 0.5 2.4
H -0.55345 -3.64325 -3.88536 -0.1 -0.2 0.2
H 0.66535 -3.17903 -2.66209 0.2 0.2 -0.4
H -0.91908 -3.41629 -2.10414 -0.3 -0.1 -0.4
H -0.07211 -5.48308 -1.58378 0.1 0.1 -0.2
H 0.28427 -8.02284 -2.35109 0.0 0.1 0.1
H 1.85295 -7.27132 -1.96757 -0.1 0.0 0.2
H 1.62101 -8.02431 -3.52107 -0.3 0.2 -0.1
C 2.45157 5.60529 3.07986 0.1 -0.5 1.7
N 2.30448 4.26865 3.72622 -0.1 2.3 0.0
C 2.31214 3.14582 3.05014 0.6 -2.3 -0.1
C 2.35627 1.86131 3.82134 -0.2 0.4 0.9
O 2.38703 3.04783 1.84024 -0.4 0.7 -1.4
H 1.57109 6.20485 3.31089 -0.3 -0.1 -0.6
H 2.72990 5.54099 2.02796 -0.3 -0.2 0.2
H 3.22741 6.11050 3.65513 0.4 0.1 -0.4
H 2.20936 4.24589 4.73148 0.1 0.0 -0.3
H 1.53232 1.21941 3.50962 0.1 0.0 0.2
H 2.29017 2.09680 4.88354 -0.1 -0.5 0.2
H 3.30275 1.35488 3.63208 -0.1 0.0 -0.1
C -0.68121 -0.27046 4.96210 -0.1 -0.1 -0.2
N -0.36492 -1.62656 4.42621 0.5 1.5 0.9
C 0.86023 -2.21010 4.51995 2.0 -0.5 -0.4
C 0.89384 -3.73389 4.16666 -0.6 0.6 0.7
O 1.94596 -1.65237 4.81506 -2.8 -0.6 -0.4
H -1.52979 -0.32606 5.64395 0.0 -0.2 -0.1
H -0.95987 0.44751 4.19076 -0.1 -0.3 -0.4
H 0.11755 0.22084 5.51772 0.4 -0.7 -0.1
H -1.18149 -2.14428 4.13420 0.4 -0.2 0.1
H 0.60062 -3.98469 3.14724 0.5 0.4 -0.3
H 0.13180 -4.26452 4.73747 -0.1 0.1 0.4
H 1.85928 -4.13638 4.47329 0.0 0.1 -0.4
C 5.04826 1.85848 -0.29269 -0.3 0.0 -0.8
N 4.24683 3.11151 -0.26198 0.2 -2.6 1.7
C 4.29653 4.10628 -1.12367 -0.1 1.4 -2.4
C 3.11430 5.11105 -1.06193 -0.8 -0.2 0.1
O 5.19323 4.21219 -1.95667 -0.3 0.2 0.4
H 5.02329 1.32780 0.65907 -0.1 0.5 0.2
H 6.08448 1.88493 -0.62981 -0.1 0.9 0.2
H 4.58463 1.18419 -1.01273 -0.2 -0.2 -0.1
H 3.41057 2.95047 0.28101 0.0 0.6 0.2
H 3.39645 6.11150 -0.73391 0.2 -0.2 0.4
H 2.24707 4.72625 -0.52534 0.4 -0.1 1.3
H 2.48332 5.30493 -1.92932 1.2 -0.3 -1.2
C -1.70395 3.43811 -2.23009 0.9 0.9 0.9
N -0.56673 2.64523 -2.70766 -2.4 -1.0 0.5
C 0.53979 3.19541 -3.24067 -0.5 0.0 0.6
C 1.57955 2.22781 -3.70554 0.1 -0.5 -0.1
O 0.61975 4.40501 -3.24945 0.8 0.8 -0.5
H -1.26357 4.30844 -1.74359 0.0 0.1 0.0
H -2.25065 2.93080 -1.43520 0.1 -0.4 -0.4
H -2.39714 3.87010 -2.95188 0.2 -0.5 -0.5
H -0.77860 1.65802 -2.68240 0.6 0.0 -0.4
H 2.44652 2.23059 -3.04490 0.2 0.4 -0.2
H 1.85469 2.46925 -4.73224 0.2 0.0 0.2
H 1.21042 1.20300 -3.66568 -0.2 0.0 -0.2
Cl -4.19893 -0.06182 3.74124 0.1 -0.1 1.3
C -4.22709 -0.20341 1.99929 0.1 0.4 -0.2
C -4.09961 -1.64713 1.52926 -0.7 0.3 -0.1
Cl -2.57256 -2.37941 2.03093 0.8 0.0 -0.3
H -3.41856 0.45009 1.67168 0.2 -0.4 -0.4
H -5.15153 0.31599 1.74683 -0.1 -0.6 -0.6
H -4.19808 -1.67070 0.44397 0.3 -0.1 0.0
H -4.80826 -2.35941 1.95183 -0.4 0.6 0.0
Cl 3.97346 -2.44234 0.26100 -0.5 -0.5 0.0
C 2.77316 -3.76605 -0.09394 0.2 0.1 -0.1
C 3.25139 -5.13943 0.46136 -0.4 1.1 -0.3
Cl 4.92987 -5.46502 0.01893 0.3 -0.1 0.1
H 2.58288 -3.69930 -1.16513 0.4 -0.5 0.0
H 1.83167 -3.44290 0.35021 0.1 -0.2 0.4
H 2.71290 -6.00001 0.06447 -0.4 0.4 0.0
H 3.13992 -5.09088 1.54456 0.3 -0.2 0.0

(2)
104
Properties=species:S:1:pos:R:3:forces:R:3 method="wB97M-V/def2-TZVPD" fmax_ev_per_a=1.0 spin_multiplicity=1 e_homo_ha=-0.390 total_charge=+1
C 1.38656 -0.83776 5.92776 0.1 0.1 0.1
C 0.90382 -0.37659 4.58522 -0.2 -0.8 0.5
O 1.26982 0.60866 4.02788 0.4 0.8 -0.4
O -0.06055 -1.16754 4.00489 -0.2 -0.3 0.2
C 0.46935 -2.25103 3.23118 0.2 0.1 -0.2
C 0.16040 -2.02674 1.73724 0.0 0.0 0.0
C -0.01045 -0.53234 1.39849 -0.1 -0.2 0.0
S 1.07731 -0.01474 0.03414 0.0 -0.1 0.0
S -0.11042 1.45659 -0.75566 0.0 0.3 0.0
C 2.39681 0.86348 0.91831 0.1 0.2 0.1
C 3.55201 -0.09319 1.25239 0.0 -0.1 0.0
C 4.90506 0.62783 1.22714 0.1 0.0 0.1
C 5.45375 0.75774 -0.18619 0.0 0.2 -0.1
F 6.18382 -0.32442 -0.50884 0.1 -0.3 -0.1
F 4.43850 0.82460 -1.10491 0.0 0.1 0.0
C 6.33729 2.00180 -0.41871 0.0 0.0 0.1
F 6.76575 2.05346 -1.67294 -0.1 0.0 0.1
F 5.62531 3.10862 -0.15718 0.1 -0.1 0.0
F 7.38856 1.96477 0.40263 -0.1 0.0 0.0
H 0.95530 -0.16572 6.67864 0.0 -0.1 -0.1
H 2.47244 -0.72874 5.98391 -0.2 0.0 0.0
H 1.07959 -1.85741 6.15442 0.0 0.1 -0.1
H 0.03665 -3.19267 3.57637 0.0 0.2 0.0
H 1.55415 -2.30768 3.38455 -0.1 0.0 0.0
H -0.76183 -2.54040 1.45625 0.1 0.1 0.1
H 0.96572 -2.48763 1.15406 -0.1 0.1 0.0
H -1.03173 -0.31402 1.07654 0.1 -0.1 0.0
H 0.23934 0.12313 2.23442 -0.1 -0.1 -0.1
H 0.56998 1.49571 -1.91294 0.0 0.0 0.0
H 2.69713 1.66647 0.24165 0.0 -0.2 0.0
H 1.95250 1.30323 1.81527 0.1 0.0 -0.1
H 3.58291 -0.93270 0.54829 0.0 0.1 0.1
H 3.38963 -0.51620 2.24811 0.0 0.1 -0.1
H 4.83644 1.61339 1.69740 0.0 -0.1 -0.1
H 5.64620 0.05523 1.79129 -0.1 0.1 -0.1
C -6.42036 1.24739 -1.81449 0.0 0.0 -0.1
O -5.51310 0.18118 -1.61476 0.0 0.0 0.1
C -4.32107 0.59940 -0.99481 -0.1 0.0 0.0
C -3.45813 -0.59854 -0.65930 0.0 0.0 0.0
O -3.83212 -1.27107 0.53301 0.1 0.0 -0.1
C -4.91961 -2.18294 0.40276 -0.1 0.0 0.0
C -4.51359 -3.54374 -0.11109 0.0 0.0 0.0
O -4.31038 -3.49980 -1.50769 0.1 0.0 0.1
C -3.82357 -4.72340 -2.01228 0.0 0.0 0.0
H -5.98201 2.02647 -2.44842 0.0 0.0 0.0
H -7.29686 0.83855 -2.31067 0.0 0.0 0.0
H -6.72413 1.69782 -0.86411 0.0 0.0 0.0
H -4.54061 1.15656 -0.07283 0.0 0.0 0.0
H -3.76049 1.26641 -1.66956 0.0 0.0 0.0
H -2.44904 -0.22925 -0.46080 0.0 0.0 -0.1
H -3.41877 -1.28609 -1.50784 0.0 0.0 0.0
H -5.69669 -1.75645 -0.23469 0.0 0.0 0.0
H -5.32250 -2.30417 1.40979 0.0 0.0 0.0
H -5.30299 -4.26721 0.13513 0.0 0.0 0.0
H -3.59058 -3.86453 0.39364 0.0 0.0 0.0
H -2.84789 -4.97347 -1.57797 0.0 0.0 0.0
H -3.71892 -4.61510 -3.08934 0.0 0.0 0.0
H -4.51723 -5.54526 -1.80338 0.0 0.0 0.0
C 14.67826 -1.80368 -3.55524 0.0 0.0 0.0
O 13.31797 -1.50102 -3.76673 0.0 0.0 0.1
C 12.57370 -2.64136 -4.14559 0.0 0.0 0.0
C 11.09810 -2.31668 -4.18625 0.0 0.0 0.0
O 10.48704 -2.29542 -2.90395 0.0 0.0 0.0
C 10.63126 -1.09045 -2.17213 0.0 0.0 0.0
C 9.60421 -0.04154 -2.53427 0.0 0.0 0.0
O 9.96271 0.62202 -3.72939 0.0 -0.1 0.0
C 8.93310 1.46662 -4.18329 0.0 0.1 0.0
H 15.14056 -2.21609 -4.45962 0.0 0.0 0.0
H 15.18302 -0.87662 -3.29215 0.0 0.0 0.0
H 14.80344 -2.52578 -2.74022 0.0 0.0 0.0
H 12.74354 -3.45882 -3.43208 0.0 0.0 0.0
H 12.89305 -2.98474 -5.13998 0.0 0.0 0.0
H 10.59316 -3.11276 -4.73636 0.0 0.0 0.0
H 10.93904 -1.37188 -4.71175 0.0 0.0 0.0
H 11.63811 -0.67998 -2.27867 0.0 0.0 0.0
H 10.47438 -1.36293 -1.12608 0.0 0.0 0.0
H 9.52921 0.68738 -1.71272 0.0 0.0 0.0
H 8.62436 -0.52643 -2.65153 0.0 0.0 0.0
H 8.03265 0.89202 -4.43434 0.0 0.0 0.0
H 9.28665 1.97781 -5.07629 0.0 0.0 0.0
H 8.67144 2.21705 -3.42834 0.0 0.0 0.0
C -7.86086 0.29685 1.70665 0.0 0.0 0.0
O -9.00476 1.10125 1.57440 0.0 0.1 0.0
C -10.12682 0.54445 2.23622 0.0 0.0 0.0
C -11.28236 1.51857 2.23349 0.0 0.0 0.0
O -11.16716 2.53323 3.21611 0.0 0.0 0.0
C -10.38440 3.66059 2.85891 0.0 0.0 0.0
C -11.13582 4.68104 2.03450 0.0 0.0 0.0
O -11.20250 4.27246 0.68186 0.0 0.0 0.0
C -12.04133 5.11037 -0.08028 0.0 0.0 0.0
H -8.02671 -0.70626 1.29289 0.0 0.0 0.0
H -7.05564 0.77556 1.15111 0.0 0.0 0.0
H -7.55662 0.19588 2.75560 0.0 0.0 0.0
H -9.86624 0.29783 3.27396 0.0 0.0 0.0
H -10.43451 -0.38152 1.72981 0.0 0.0 0.0
H -12.18566 0.96248 2.49131 0.0 0.0 0.0
H -11.40865 1.94681 1.23615 0.0 0.0 0.0
H -9.47283 3.35862 2.33655 0.0 0.0 0.0
H -10.10638 4.13174 3.80357 0.0 0.0 0.0
H -10.62328 5.65123 2.10650 0.0 0.0 0.0
H -12.14733 4.79907 2.44478 0.0 0.0 0.0
H -13.07210 5.08661 0.29094 0.0 0.0 0.0
H -12.02358 4.74759 -1.10588 0.0 0.0 0.0
H -11.68992 6.14890 -0.06353 0.0 0.0 0.0

In the order shown, the computed frontier orbital gap values come out to 9.2; 6.9 eV.
In the order shown, the computed LUMO energy values come out to 0.13; -3.74 eV.